Density functional theory data (ωB97M-V/def2-TZVPD) for a cluster of 2 separate species, C3H6N2O6 in total at a distorted geometry.

The geometry in XYZ format:
```
17
Properties=species:S:1:pos:R:3:forces:R:3:lowdin_charge:R:1
C 0.4607 -1.1216 -0.6756 3.4277 0.7205 -0.8302 -0.031
C -0.1767 -0.4444 0.5167 -0.9066 -0.6719 -0.1099 -0.360
C -1.1843 0.5687 -0.0034 -0.5187 -1.4843 -0.2069 -0.333
N -0.8363 1.9531 0.0327 1.6537 3.6501 -0.5627 -0.231
N -1.5070 3.0369 1.5595 4.1948 -1.8781 -1.8992 -0.259
O 0.4019 2.3007 0.0713 -1.2547 -1.1124 -0.3035 -0.065
O -0.5160 3.4838 1.9936 -0.6828 0.4511 0.4008 0.186
O -1.6055 2.6348 -1.0011 1.7128 0.8239 -0.9163 0.010
O -2.6365 3.0151 1.6494 -3.7290 0.6498 1.0836 0.213
O 0.7292 -0.0593 1.5156 -0.9684 -0.8482 0.4734 0.001
O -2.2107 0.2145 -0.5075 0.3328 0.3394 0.3405 0.175
H 1.5826 -1.3090 -0.4455 -2.0166 -0.5096 0.1047 0.127
H 0.6490 -0.4268 -1.4792 -0.3690 0.6194 -0.5215 0.071
H -0.0468 -1.9504 -1.1444 -0.1405 -0.3863 0.4469 0.082
H -0.9204 -1.2126 0.8106 0.7802 0.3512 1.2171 0.161
H 1.2452 0.7021 1.2566 -0.0209 0.4986 -0.5525 0.080
H -0.8837 3.0716 -1.6029 -1.4947 -1.2133 1.8358 0.172
```
Forces are in eV/Å.

Values from the calculation:
Kohn-Sham gap (spin up / spin down)   0.30813 / 0.30263 Eh
ΔE to the lowest compared entry with this formula, charge and spin   127.8 kJ/mol
E_tot   -678.573609 hartree
LUMO level (spin up / spin down)   -1.122 / -1.206 eV